The following is a DFT calculation (ωB97M-V/def2-TZVPD) of 3 unconnected molecules or ions with the total composition C60H59N2O10P at a distorted geometry.

E_LUMO: -1.23 eV
Kohn-Sham gap: 7.0 eV
E_HOMO: -8.21 eV
SMILES: CCCCCCCCCCc1c(CCOC(C)=O)c2c(c(C[C@H](C)O)c1P(N)O)C(=O)C=C(c1ccncc1)C2=O.O=C1c2ccccc2C(=O)c2ccccc21.O=C1c2ccccc2C(=O)c2ccccc21
max |F|: 1.95 eV/A
multiplicity: 1

Last column: Löwdin charge in e.
CARTESIAN COORDINATES (ANGSTROEM)
C -7.104 -7.436 2.836  -0.105
C -6.656 -5.966 2.935  -0.275
C -7.249 -5.193 4.117  -0.194
C -6.438 -3.873 4.328  -0.201
C -7.223 -2.607 3.912  -0.197
C -6.883 -2.119 2.492  -0.207
C -5.578 -1.331 2.442  -0.199
C -5.292 -0.719 1.054  -0.181
C -5.080 -1.735 -0.096  -0.150
C -3.594 -2.003 -0.480  -0.134
C -2.569 -1.664 0.589  -0.151
C -1.849 -0.487 0.432  -0.118
C -2.118 0.431 -0.741  -0.078
C -1.332 0.021 -2.011  -0.106
O -0.502 -1.146 -1.736  -0.046
C -0.542 -2.014 -2.794  -0.514
C -0.932 -3.447 -2.501  0.032
O -0.255 -1.665 -3.921  0.110
C -0.889 -0.173 1.343  -0.031
C -0.642 -0.982 2.446  -0.041
C -1.371 -2.134 2.597  -0.144
C -1.089 -2.987 3.835  -0.100
C -1.961 -2.449 4.998  -0.414
C -1.313 -2.647 6.391  -0.025
O -3.287 -2.940 4.906  -0.081
C -2.334 -2.511 1.658  -0.192
P -3.142 -4.155 1.999  0.918
N -1.860 -5.261 1.657  -0.153
O -4.210 -4.532 0.807  -0.294
C 0.440 -0.558 3.408  -0.275
O 0.359 -0.694 4.614  0.113
C 1.619 0.090 2.751  0.092
C 1.399 0.857 1.696  -0.063
C 2.511 1.521 0.948  -0.153
C 3.827 1.186 1.214  -0.017
C 4.810 1.784 0.478  -0.141
N 4.624 2.664 -0.494  0.098
C 3.361 2.971 -0.699  -0.184
C 2.279 2.448 -0.042  -0.027
C -0.026 1.064 1.241  -0.229
O -0.423 2.153 0.871  0.110
H -7.143 -7.710 1.779  0.065
H -6.382 -8.102 3.309  0.068
H -8.099 -7.618 3.246  0.069
H -6.976 -5.449 2.020  0.096
H -5.565 -5.940 2.927  0.082
H -7.150 -5.780 5.033  0.107
H -8.298 -4.948 3.953  0.104
H -5.470 -3.916 3.825  0.055
H -6.222 -3.801 5.398  0.100
H -7.082 -1.820 4.658  0.106
H -8.286 -2.864 3.917  0.098
H -6.869 -3.017 1.860  0.092
H -7.710 -1.506 2.122  0.116
H -5.714 -0.468 3.105  0.117
H -4.731 -1.894 2.844  0.079
H -4.509 0.039 1.106  0.106
H -6.213 -0.174 0.813  0.108
H -5.562 -1.303 -0.976  0.109
H -5.646 -2.630 0.139  0.077
H -3.431 -3.047 -0.747  0.091
H -3.425 -1.457 -1.404  0.090
H -1.965 1.474 -0.490  0.107
H -3.178 0.337 -0.974  0.106
H -0.698 0.805 -2.423  0.127
H -2.058 -0.286 -2.764  0.121
H -2.013 -3.572 -2.501  0.081
H -0.486 -3.736 -1.546  0.090
H -0.511 -4.063 -3.291  0.087
H -0.058 -2.877 4.155  0.110
H -1.271 -4.041 3.651  0.077
H -2.009 -1.368 4.829  0.130
H -2.105 -2.930 7.087  0.075
H -0.913 -1.693 6.723  0.070
H -0.529 -3.400 6.328  0.078
H -3.848 -2.460 5.521  0.092
H -2.033 -5.793 0.812  0.037
H -1.758 -5.861 2.464  0.025
H -5.111 -4.362 1.099  0.010
H 2.598 -0.098 3.167  0.124
H 4.118 0.467 1.962  0.109
H 5.836 1.493 0.687  0.112
H 3.153 3.681 -1.496  0.111
H 1.280 2.752 -0.308  0.111
C 8.240 -4.771 -4.819  -0.059
C 8.329 -3.735 -5.743  -0.058
C 7.519 -2.619 -5.616  -0.002
C 6.608 -2.539 -4.571  -0.082
C 6.503 -3.589 -3.657  -0.083
C 7.329 -4.699 -3.779  -0.004
C 5.500 -3.544 -2.557  -0.278
O 5.412 -4.456 -1.759  0.102
C 4.604 -2.360 -2.464  -0.081
C 3.624 -2.323 -1.479  0.006
C 2.792 -1.221 -1.371  -0.055
C 2.940 -0.149 -2.244  -0.050
C 3.910 -0.182 -3.230  0.016
C 4.739 -1.289 -3.350  -0.077
C 5.755 -1.325 -4.437  -0.276
O 5.884 -0.390 -5.200  0.109
H 8.881 -5.639 -4.916  0.107
H 9.033 -3.799 -6.562  0.107
H 7.590 -1.811 -6.331  0.121
H 7.256 -5.507 -3.063  0.120
H 3.512 -3.157 -0.800  0.120
H 2.025 -1.197 -0.606  0.101
H 2.293 0.712 -2.155  0.098
H 4.021 0.651 -3.911  0.124
C 3.210 6.269 -0.332  -0.063
C 4.495 6.727 -0.063  -0.045
C 4.934 7.922 -0.607  0.002
C 4.093 8.660 -1.431  -0.082
C 2.811 8.188 -1.720  -0.082
C 2.370 6.996 -1.158  0.004
C 1.911 8.938 -2.638  -0.277
O 0.795 8.531 -2.886  0.105
C 2.417 10.197 -3.253  -0.083
C 1.615 10.884 -4.156  -0.003
C 2.067 12.062 -4.725  -0.058
C 3.319 12.565 -4.388  -0.058
C 4.125 11.882 -3.493  -0.002
C 3.681 10.693 -2.929  -0.083
C 4.573 9.952 -1.994  -0.277
O 5.667 10.390 -1.701  0.106
H 2.867 5.342 0.102  0.086
H 5.154 6.150 0.573  0.110
H 5.931 8.283 -0.395  0.121
H 1.372 6.637 -1.372  0.121
H 0.640 10.494 -4.415  0.120
H 1.443 12.593 -5.433  0.107
H 3.668 13.490 -4.829  0.107
H 5.100 12.270 -3.233  0.120